Entry from OMol25: a structure of composition C13H12F6I2N3OPPdS in a non-equilibrium geometry (ωB97M-V with the def2-TZVPD basis set).

## Properties
Expectation value of S² ... 3.788
HOMO level (alpha / beta) ... -11.75 / -12.34 eV
Charge ... +1
Energy relative to the best compared isomer or geometry (same formula, charge and spin) ... 11.3 kcal/mol
Spin multiplicity ... 4
Calculated total energy ... -76301.7913 eV

```
40
C13H12F6I2N3OPPdS, DFT ωB97M-V with the def2-TZVPD basis set
Pd -0.30 -0.17 -0.23
I -0.16 5.10 0.16
C 1.50 3.84 0.07
C 2.80 4.32 0.11
C 3.88 3.46 0.01
I 5.80 4.31 -0.10
C 3.69 2.05 -0.08
C 4.72 1.09 -0.17
C 4.40 -0.24 -0.28
C 3.06 -0.62 -0.27
N 2.07 0.25 -0.19
C 2.37 1.56 -0.11
C 1.22 2.45 -0.09
O 0.07 1.99 -0.19
H 2.96 5.38 0.19
H 5.76 1.40 -0.16
H 5.17 -0.99 -0.38
H 2.77 -1.66 -0.36
F -1.70 0.62 1.53
P -3.16 0.27 0.67
F -2.36 -1.22 0.38
F -2.37 0.78 -0.72
F -4.38 -0.20 -0.20
F -3.71 -0.35 2.01
F -3.67 1.72 0.94
C 2.06 -4.68 0.76
N 1.39 -3.65 1.50
C 1.62 -3.49 2.93
C 0.70 -2.32 3.30
N 0.17 -1.88 2.01
C 0.58 -2.72 1.03
S 0.23 -2.48 -0.62
H 3.14 -4.54 0.81
H 1.74 -4.66 -0.28
H 1.82 -5.66 1.19
H 2.68 -3.25 3.10
H 1.38 -4.41 3.46
H 1.24 -1.50 3.78
H -0.12 -2.62 3.97
H -0.77 -1.48 2.00
```

Partial atomic charges computed with the Mulliken method, in multiples of e: number 1, Pd, carries 0.568; number 2, I, carries 0.237; number 3, C, carries -0.742; number 4, C, carries -0.308; number 5, C, carries -0.306; number 6, I, carries 0.199; number 7, C, carries 1.144; number 8, C, carries -0.502; number 9, C, carries -1.134; number 10, C, carries -0.170; number 11, N, carries 0.055; number 12, C, carries -0.279; number 13, C, carries 1.189; number 14, O, carries -0.426; number 15, H, carries 0.394; number 16, H, carries 0.248; number 17, H, carries 0.412; number 18, H, carries 0.467; number 19, F, carries -0.380; number 20, P, carries 1.355; number 21, F, carries -0.363; number 22, F, carries -0.353; number 23, F, carries -0.318; number 24, F, carries -0.333; number 25, F, carries -0.325; number 26, C, carries -0.920; number 27, N, carries 0.182; number 28, C, carries -0.584; number 29, C, carries -0.608; number 30, N, carries 0.223; number 31, C, carries 0.218; number 32, S, carries -0.239; number 33, H, carries 0.338; number 34, H, carries 0.339; number 35, H, carries 0.322; number 36, H, carries 0.310; number 37, H, carries 0.389; number 38, H, carries 0.298; number 39, H, carries 0.323; number 40, H, carries 0.078